# 1
# C28H24F2N3O2

2 unconnected molecules or ions with the total composition C28H24F2N3O2 (ωB97M-V/def2-TZVPD, the OMol25 dataset).

Charge: +1
Spin multiplicity: 1
Kohn-Sham gap in hartree: 0.2646
Highest occupied orbital energy in eV: -11.20
Relative energy (zero: lowest compared OMol25 entry of this formula, charge and spin) in eV: 0.0000
Energy in Eh: -1595.5286

Each line ends with the Mulliken charge.
Element x y z (Å)
F1 4.872 -1.870 -0.019  -0.3314
C1 4.083 -1.778 -1.143  0.2606
C2 4.650 -1.283 -2.315  -0.6949
C3 3.817 -1.115 -3.429  -0.4171
C4 2.488 -1.511 -3.362  -0.9887
C5 1.954 -2.068 -2.191  0.8159
C6 0.512 -2.476 -2.365  -0.8014
C7 -0.331 -3.210 -1.351  0.7485
C8 -1.621 -3.483 -1.818  -0.8846
C9 -2.549 -4.143 -1.034  -0.4022
C10 -2.212 -4.563 0.257  -0.8090
C11 -0.926 -4.288 0.705  0.3967
F2 -0.593 -4.627 1.993  -0.3310
C12 0.050 -3.660 -0.075  -0.6220
C13 2.748 -2.184 -1.045  -0.3325
H1 5.713 -1.028 -2.356  0.4407
H2 4.207 -0.692 -4.360  0.3995
H3 1.823 -1.401 -4.221  0.4187
H4 0.501 -3.121 -3.264  0.4782
H5 -1.864 -3.148 -2.836  0.4104
H6 -3.550 -4.326 -1.439  0.4047
H7 -2.929 -5.060 0.903  0.4754
H8 1.055 -3.536 0.303  0.5374
H9 2.376 -2.556 -0.094  0.3598
C14 1.005 0.585 2.273  -0.8127
N1 0.693 1.693 1.390  0.3666
C15 -0.518 1.950 0.847  -0.3444
H10 -0.039 -1.580 -2.665  0.4540
C16 -1.795 1.437 1.358  -0.4151
C17 -2.463 2.088 2.438  -0.1585
C18 -3.656 1.586 2.925  -0.5880
C19 -4.200 0.422 2.355  -0.0532
N2 -5.429 -0.124 2.841  0.9128
O1 -5.850 -1.184 2.317  -0.5538
O2 -6.053 0.450 3.761  -0.5554
C20 -3.536 -0.238 1.295  -0.4935
C21 -2.350 0.256 0.793  -0.1865
N3 -0.331 2.822 -0.173  0.4039
C22 -1.269 3.096 -1.239  -0.8016
C23 1.013 3.236 -0.195  0.6962
C24 1.667 2.509 0.790  0.6933
C25 2.883 2.901 1.307  -0.7540
C26 3.312 4.198 0.960  -0.6261
C27 2.654 4.933 -0.038  -0.6030
C28 1.543 4.399 -0.722  -0.8270
H11 1.906 0.842 2.842  0.3431
H12 0.158 0.399 2.941  0.3241
H13 1.195 -0.331 1.686  0.3068
H14 -2.014 2.997 2.868  0.4909
H15 -4.190 2.061 3.744  0.5061
H16 -3.985 -1.141 0.892  0.5908
H17 -1.825 -0.254 -0.025  0.6875
H18 -0.962 4.029 -1.725  0.3343
H19 -1.258 2.281 -1.982  0.2976
H20 -2.279 3.182 -0.832  0.3020
H21 3.427 2.216 1.955  0.3934
H22 4.174 4.637 1.467  0.3888
H23 3.013 5.933 -0.291  0.3799
H24 1.086 4.839 -1.600  0.3690

# 2
# C40H57CdN4P3Se

A molecular structure, C40H57CdN4P3Se (ωB97M-V/def2-TZVPD, the OMol25 dataset).

Charge: -2
Spin multiplicity: 1
Kohn-Sham gap in hartree: 0.1251
Highest occupied orbital energy in eV: 0.62
Relative energy (zero: lowest compared OMol25 entry of this formula, charge and spin) in eV: 0.9067
Energy in Eh: -5370.5533

Each line ends with the Mulliken charge.
Element x y z (Å)
Cd1 0.161 -0.176 0.323  2.2112
C1 -1.232 -0.131 4.976  -1.4547
P1 -0.524 -0.393 3.275  0.7282
C2 1.170 -0.914 3.791  -0.9118
C3 -1.260 -2.044 2.864  1.0382
C4 -1.441 -3.057 3.913  -0.6977
C5 -2.407 -3.995 3.880  -0.7577
C6 -3.476 -3.938 2.903  -0.8321
C7 -3.542 -2.944 1.997  -0.7130
C8 -2.453 -1.984 1.771  1.3385
P2 -2.846 -0.283 1.135  0.8118
C9 -4.517 -0.031 1.930  -1.4367
C10 -3.469 -0.725 -0.555  -0.8149
H1 -1.016 -0.947 5.671  0.3294
H2 -2.314 -0.001 4.901  0.3191
H3 -0.800 0.795 5.364  0.4580
H4 1.149 -1.762 4.484  0.4147
H5 1.665 -0.066 4.270  0.3884
H6 1.740 -1.174 2.896  -0.0232
H7 -0.736 -3.059 4.740  0.2764
H8 -2.446 -4.762 4.647  0.3494
H9 -4.284 -4.659 2.970  0.3489
H10 -4.428 -2.864 1.372  0.2362
H11 -5.254 -0.796 1.666  0.3551
H12 -4.896 0.947 1.623  0.4372
H13 -4.392 -0.021 3.017  0.3232
H14 -4.105 -1.617 -0.546  0.4686
H15 -2.603 -0.900 -1.199  -0.3428
H16 -4.039 0.115 -0.958  0.4661
C11 -1.500 5.567 0.234  -1.9327
C12 -0.300 4.779 -0.301  2.8173
C13 0.848 4.804 0.716  -1.5237
C14 0.173 5.362 -1.642  -1.7034
C15 -0.723 3.388 -0.556  -0.8881
N1 -1.049 2.313 -0.798  -0.2739
H17 -1.204 6.604 0.411  0.4176
H18 -1.844 5.139 1.176  0.4136
H19 -2.328 5.552 -0.477  0.3931
H20 1.203 5.831 0.831  0.4360
H21 1.676 4.175 0.388  0.1894
H22 0.531 4.428 1.688  0.3560
H23 0.559 6.372 -1.482  0.4544
H24 -0.645 5.406 -2.363  0.4011
H25 0.969 4.745 -2.064  0.2248
N2 4.061 -1.624 0.002  -0.0326
C16 5.293 -1.183 -0.335  -0.3708
C17 5.388 0.096 0.162  -0.7661
C18 4.136 0.334 0.782  -0.2163
N3 3.345 -0.717 0.671  -0.1607
H26 3.632 -2.508 -0.216  0.2189
H27 5.987 -1.791 -0.893  0.4390
H28 6.230 0.765 0.091  0.3876
H29 3.777 1.216 1.295  0.3809
C19 -1.093 -2.487 1.460  -1.4882
C20 -0.727 -3.763 0.985  -0.6239
C21 -1.385 -4.375 -0.115  -0.1909
C22 -0.908 -5.537 -0.696  -0.5543
C23 0.252 -6.160 -0.229  -0.6060
C24 0.908 -5.584 0.862  -0.6472
C25 0.435 -4.430 1.460  -0.4291
H30 -2.283 -3.903 -0.503  0.2297
H31 -1.449 -5.973 -1.532  0.3686
H32 0.618 -7.071 -0.689  0.3478
H33 1.809 -6.053 1.249  0.3693
H34 0.955 -4.005 2.312  0.2901
Se1 2.858 4.029 3.966  -0.4169
C26 2.045 2.853 2.851  0.0118
N4 1.533 2.115 2.106  -0.6259
C27 -0.718 2.395 -4.542  -1.7991
C28 -0.869 0.870 -4.636  2.2101
C29 -2.300 0.536 -4.179  -1.7770
C30 -0.713 0.437 -6.091  -1.9974
P3 0.222 0.177 -3.214  0.6963
C31 1.807 1.107 -3.403  0.1803
C32 2.510 1.347 -4.582  -0.2684
C33 3.679 2.101 -4.582  -0.7728
C34 4.163 2.646 -3.399  -0.8765
C35 3.456 2.453 -2.223  -0.6979
C36 2.296 1.685 -2.225  -0.1677
C37 0.745 -1.589 -3.687  2.4133
C38 1.452 -1.820 -5.024  -1.8436
C39 -0.508 -2.464 -3.586  -1.7834
C40 1.730 -2.019 -2.584  -1.9751
H35 -1.511 2.883 -5.122  0.5540
H36 0.246 2.737 -4.923  0.2984
H37 -0.800 2.722 -3.501  0.1787
H38 -3.030 1.048 -4.821  0.5256
H39 -2.456 0.858 -3.147  0.2296
H40 -2.500 -0.537 -4.227  0.3005
H41 -1.396 1.037 -6.711  0.5096
H42 -0.984 -0.610 -6.229  0.3922
H43 0.296 0.591 -6.476  0.2063
H44 2.148 0.947 -5.521  0.0644
H45 4.215 2.257 -5.512  0.4049
H46 5.082 3.219 -3.395  0.3463
H47 3.810 2.889 -1.297  0.5527
H48 1.747 1.517 -1.300  0.0488
H49 0.818 -1.623 -5.886  0.2724
H50 1.757 -2.874 -5.075  0.5305
H51 2.356 -1.215 -5.104  0.2982
H52 -1.166 -2.331 -4.451  0.2215
H53 -1.070 -2.233 -2.676  0.1758
H54 -0.224 -3.521 -3.530  0.5498
H55 2.653 -1.434 -2.638  0.3664
H56 1.973 -3.082 -2.711  0.6222
H57 1.299 -1.876 -1.591  -0.1997

# 3
# C4H8OS

C4H8OS in the gas phase (ωB97M-V/def2-TZVPD, the OMol25 dataset).

Charge: 0
SMILES string: C[C@H](S)CC=O
Spin multiplicity: 1
Kohn-Sham gap in hartree: 0.3642
Highest occupied orbital energy in eV: -9.12
Relative energy (zero: lowest compared OMol25 entry of this formula, charge and spin) in eV: 1.4830
Energy in Eh: -630.5804

Each line ends with the Mulliken charge.
Element x y z (Å)
C1 0.925 -0.846 -1.124  -1.3186
C2 0.512 0.139 -0.015  -0.0570
S1 1.743 0.008 1.260  -0.2166
C3 -0.910 0.067 0.650  -0.2463
C4 -1.639 1.261 0.267  -0.0341
O1 -2.818 1.512 0.316  -0.4719
H1 1.056 -1.818 -0.673  0.3652
H2 1.873 -0.617 -1.654  0.3284
H3 0.230 -0.735 -1.906  0.3846
H4 0.734 1.210 -0.397  0.2230
H5 1.754 -1.267 1.513  0.0935
H6 -1.409 -0.900 0.248  0.2849
H7 -1.092 -0.124 1.699  0.4095
H8 -0.959 2.110 -0.184  0.2554

# 4
# C13H28N6O2PtS3

A molecular structure, C13H28N6O2PtS3 (ωB97M-V/def2-TZVPD, the OMol25 dataset).

Charge: +4
Spin multiplicity: 5
Kohn-Sham gap (spin up / spin down) in hartree: 0.3647 / 0.1604
Highest occupied orbital energy (spin up / spin down) in eV: -20.72 / -21.88
Relative energy (zero: lowest compared OMol25 entry of this formula, charge and spin) in eV: 1.0302
<S²>: 6.02
Energy in Eh: -2303.2770

Each line ends with the Löwdin spin population.
Element x y z (Å)
Pt1 -0.867 -0.496 0.322  1.4929
C1 -2.282 2.459 1.224  0.0154
C2 -3.497 1.792 0.607  0.0191
S1 -3.141 0.361 -0.498  0.2482
C3 -4.211 -0.959 0.170  0.0242
C4 -4.118 -1.236 1.658  0.0340
S2 -2.444 -1.711 2.248  0.4457
C5 -2.247 -0.692 3.750  0.0394
C6 -2.257 0.813 3.546  0.0280
S3 -1.154 1.382 2.192  0.2592
H1 -2.615 3.257 1.896  0.0053
H2 -1.651 2.918 0.463  -0.0004
H3 -3.996 2.529 -0.029  0.0048
H4 -4.215 1.480 1.360  -0.0001
H5 -3.932 -1.843 -0.408  0.0004
H6 -5.241 -0.700 -0.102  0.0069
H7 -4.749 -2.107 1.871  0.0123
H8 -4.488 -0.416 2.271  -0.0004
H9 -1.300 -1.024 4.182  -0.0003
H10 -3.043 -0.971 4.450  0.0134
H11 -1.856 1.281 4.452  0.0061
H12 -3.255 1.219 3.386  0.0000
C7 -0.898 -5.953 -0.817  0.0027
O1 -1.584 -4.745 -0.479  0.0067
C8 -1.020 -3.585 -0.419  0.0118
O2 -1.731 -2.590 -0.156  0.1413
N1 0.303 -3.423 -0.629  0.0031
N2 0.850 -2.130 -0.518  0.0689
H13 -1.582 -6.760 -0.548  0.0002
H14 0.034 -6.075 -0.265  0.0005
H15 -0.730 -6.013 -1.898  0.0000
H16 0.898 -4.182 -0.945  0.0006
H17 1.231 -1.835 -1.419  0.0004
H18 1.611 -2.127 0.167  0.0024
C9 4.439 2.302 -3.442  0.1218
C10 4.631 2.680 -1.998  0.2299
C11 5.483 1.761 -1.167  0.1631
C12 3.359 3.212 -1.284  0.0613
N3 2.403 2.179 -0.942  0.0266
C13 1.079 2.106 -1.183  0.0184
N4 0.617 1.066 -0.505  0.0855
N5 1.665 0.528 0.122  0.0189
N6 2.713 1.176 -0.131  0.0105
H19 5.379 2.396 -4.004  0.0433
H20 3.705 2.929 -3.942  0.0019
H21 4.192 1.245 -3.581  0.0515
H22 5.247 3.613 -2.054  0.1490
H23 5.243 0.702 -1.309  0.0651
H24 5.457 2.004 -0.108  0.0027
H25 6.536 1.793 -1.487  0.0592
H26 2.850 3.949 -1.911  -0.0007
H27 3.655 3.680 -0.337  -0.0004
H28 0.519 2.762 -1.821  -0.0001